Entry from the OMol25 dataset: a 3-piece molecular cluster, C30H33N2O15 overall in a non-equilibrium geometry (the ωB97M-V functional and the def2-TZVPD basis).

Geometry (Å):
C  -5.997  -0.946  -1.227
C  -5.576  -2.487  -1.404
C  -4.100  -2.677  -2.084
O  -3.250  -1.582  -1.652
C  -1.956  -2.028  -1.226
N  -1.372  -1.189  -0.111
C  0.049  -0.861  -0.241
C  0.840  -0.031  0.812
O  2.225  0.236  0.568
C  0.090  0.485  2.102
C  0.911  1.298  3.203
C  1.105  0.307  4.478
O  1.859  0.594  5.443
O  0.448  -0.968  4.521
C  -0.437  -1.088  5.637
C  -1.070  -2.548  5.912
O  -0.800  -0.159  6.394
C  -1.433  0.139  2.177
C  -2.278  0.672  3.436
C  -3.036  2.030  2.928
C  -2.361  3.378  3.498
C  -2.583  3.575  5.093
O  -3.951  3.377  5.519
C  -2.102  -0.712  1.029
O  -3.499  -0.971  1.179
C  -3.727  -2.239  1.781
N  -4.057  -3.346  2.108
H  -5.864  -0.613  -0.129
H  -7.131  -0.885  -1.454
H  -5.487  -0.250  -1.974
H  -6.350  -3.037  -2.065
H  -5.558  -3.082  -0.413
H  -3.748  -3.717  -1.769
H  -4.290  -2.716  -3.213
H  -1.907  -3.113  -0.871
H  -1.240  -1.903  -2.129
H  0.619  -1.235  -1.168
H  2.354  -0.120  -0.354
H  0.450  2.296  3.506
H  1.977  1.468  2.784
H  -0.569  -3.353  5.250
H  -0.995  -2.847  7.022
H  -2.196  -2.566  5.646
H  -3.058  -0.113  3.731
H  -1.559  0.959  4.274
H  -2.983  2.112  1.773
H  -4.148  2.039  3.248
H  -1.259  3.500  3.222
H  -2.919  4.253  2.982
H  -2.171  4.605  5.403
H  -1.955  2.761  5.632
H  -4.140  2.413  5.617
C  3.889  4.878  -3.128
C  3.572  3.703  -3.679
C  3.270  2.510  -2.839
O  2.965  1.454  -3.374
C  3.357  2.651  -1.385
C  3.677  3.824  -0.832
C  3.952  5.026  -1.670
O  4.223  6.084  -1.132
O  3.763  3.968  0.518
O  3.512  3.550  -5.031
H  4.108  5.753  -3.725
H  3.153  1.772  -0.791
H  4.007  4.904  0.664
H  3.263  2.616  -5.178
C  4.695  -3.198  -3.851
C  4.249  -1.986  -4.188
C  3.756  -1.694  -5.565
O  3.338  -0.580  -5.832
C  3.802  -2.775  -6.555
C  4.252  -3.987  -6.220
C  4.718  -4.286  -4.836
O  5.105  -5.408  -4.560
O  4.302  -4.998  -7.129
O  4.224  -0.965  -3.284
H  5.054  -3.424  -2.856
H  3.458  -2.545  -7.555
H  4.660  -5.767  -6.644
H  3.858  -0.194  -3.769

Properties
* LUMO energy: -5.068 eV
* E_tot: -65321.041 eV
* M: 661.59 g mol⁻¹
* net charge: +1